Computed, not measured: a molecular structure, C43H40BrN12OSr in a non-equilibrium geometry, with ωB97M-V/def2-TZVPD.

Structure (ORCA input):
```
! RIJCOSX wB97M-V def2-TZVPD def2/J DEFGRID3
* xyz 1 1
Sr -0.825 -0.038 -0.059
Br -3.151 -7.146 1.675
C -3.113 -5.389 0.988
C -1.935 -4.665 1.032
C -1.918 -3.379 0.519
C -3.067 -2.803 -0.015
C -4.236 -3.555 -0.064
C -4.264 -4.845 0.435
N -2.935 -1.464 -0.487
C -3.921 -0.804 -0.927
C -3.773 0.584 -1.432
C -4.882 1.255 -1.919
C -4.733 2.548 -2.398
C -3.481 3.135 -2.366
C -2.424 2.400 -1.850
N -2.557 1.153 -1.397
H -1.035 -5.111 1.438
H -0.982 -2.821 0.506
H -5.145 -3.155 -0.498
H -5.174 -5.429 0.393
H -4.931 -1.209 -0.970
H -5.849 0.767 -1.923
H -5.586 3.090 -2.789
H -3.321 4.141 -2.729
H -1.426 2.821 -1.790
N 0.899 -1.544 -0.864
C 0.898 -2.516 -1.673
C 2.119 -3.359 -2.033
C 3.141 -3.576 -1.114
C 4.272 -4.307 -1.447
C 4.414 -4.827 -2.726
C 3.412 -4.612 -3.661
C 2.274 -3.896 -3.313
C -0.373 -2.918 -2.405
C -1.138 -1.941 -3.031
C -2.360 -2.254 -3.618
C -2.838 -3.555 -3.569
C -2.079 -4.544 -2.947
C -0.849 -4.228 -2.387
H 3.038 -3.174 -0.117
H 5.046 -4.472 -0.706
H 5.296 -5.398 -2.991
H 3.514 -5.007 -4.665
H 1.502 -3.739 -4.057
H -0.764 -0.921 -3.060
H -2.937 -1.483 -4.117
H -3.790 -3.804 -4.023
H -2.446 -5.563 -2.906
H -0.260 -5.003 -1.910
C -2.459 -1.800 4.597
N -1.171 -1.720 3.905
C -0.044 -2.305 4.387
C 1.123 -2.289 3.709
C 1.122 -1.647 2.431
N 0.027 -1.025 1.989
C -1.131 -1.049 2.687
O -2.157 -0.503 2.251
N 2.165 -1.664 1.606
H -2.312 -2.292 5.554
H -3.170 -2.366 3.998
H -2.861 -0.803 4.752
H -0.143 -2.803 5.343
H 2.001 -2.787 4.096
H 2.955 -2.227 1.869
H 1.920 -1.534 0.576
C 2.440 2.570 -3.438
C 1.502 2.022 -2.457
N 0.776 1.574 -1.691
H 2.115 2.311 -4.444
H 3.432 2.153 -3.272
H 2.486 3.653 -3.345
C 2.109 1.796 2.273
C 0.922 2.661 2.010
N -0.084 2.353 1.224
C -0.966 3.420 1.289
C -0.476 4.382 2.108
N 0.733 3.895 2.560
C 1.630 4.615 3.440
N 2.113 5.817 2.813
N 1.905 7.015 3.427
N 2.459 7.937 2.739
C 3.058 7.357 1.632
C 3.782 7.938 0.588
C 4.266 7.096 -0.387
C 4.034 5.706 -0.339
C 3.316 5.120 0.682
C 2.841 5.986 1.675
H 2.158 1.020 1.515
H 2.036 1.307 3.249
H 3.043 2.360 2.252
H -1.898 3.425 0.744
H -0.850 5.353 2.397
H 2.451 3.959 3.712
H 1.115 4.930 4.341
H 3.951 9.007 0.561
H 4.838 7.505 -1.210
H 4.438 5.081 -1.127
H 3.132 4.054 0.702
*
```

Values from the calculation:
HOMO ... -0.33931 Ha
Orbital gap ... 0.2276 Ha